A gas-phase ion, H3O (charge +1), computed with ωB97M-V/def2-TZVPD.

Last column: Mulliken charge in e.
Positions of all 4 atoms, in Å:
O  0.086  0.017  -0.425  -0.502
H  0.734  0.517  0.322  0.521
H  -0.085  -0.894  -0.138  0.468
H  -0.735  0.361  0.241  0.513

The orbital gap is 17.55 eV. Its net charge is +1.

---

A molecular structure, C35H33FN6O8Ti, computed with ωB97M-V/def2-TZVPD.

Last column: Löwdin spin population.
Positions of all 84 atoms, in Å:
Ti  1.755  -1.522  0.081  0.919
O  8.400  -1.011  2.380  0.001
C  8.125  -0.938  1.174  0.001
O  8.816  -0.749  0.161  0.001
C  6.608  -1.111  0.868  0.008
C  6.142  -1.077  -0.440  -0.001
C  4.789  -1.204  -0.686  0.006
N  3.900  -1.334  0.306  0.001
C  4.352  -1.383  1.582  0.006
C  5.685  -1.294  1.897  0.000
C  3.249  -1.577  2.590  0.001
O  3.430  -1.809  3.759  -0.001
O  2.055  -1.497  2.027  -0.002
H  6.865  -0.951  -1.234  0.000
H  4.386  -1.205  -1.692  0.000
H  6.033  -1.348  2.919  0.000
F  -0.942  4.668  -0.119  0.000
C  -1.097  3.655  -1.004  0.000
C  -0.418  2.493  -0.818  0.001
C  -0.615  1.436  -1.720  0.000
C  0.152  0.213  -1.558  0.009
O  0.949  0.125  -0.575  0.000
C  -0.021  -0.779  -2.546  0.004
C  -0.932  -0.560  -3.546  0.002
N  -1.683  0.541  -3.670  0.005
C  -2.589  0.674  -4.797  0.000
C  -4.066  0.686  -4.537  0.000
C  -3.423  -0.503  -5.187  0.000
C  -1.515  1.587  -2.779  0.001
C  -2.182  2.810  -2.959  0.000
C  -1.974  3.856  -2.086  0.002
N  -2.622  5.092  -2.298  0.000
C  -4.061  5.192  -2.257  0.000
C  -4.533  5.903  -0.994  0.000
N  -3.872  7.256  -0.935  0.000
C  -2.366  7.147  -0.936  0.000
C  -1.931  6.354  -2.162  0.000
C  0.776  -2.079  -2.638  0.003
O  0.488  -2.855  -3.519  0.007
O  1.730  -2.194  -1.774  0.000
H  0.265  2.369  0.012  0.000
H  -1.052  -1.330  -4.297  0.000
H  -2.194  1.304  -5.584  0.000
H  -4.678  1.345  -5.137  0.000
H  -4.383  0.565  -3.509  0.000
H  -3.574  -0.667  -6.243  0.000
H  -3.340  -1.403  -4.595  0.000
H  -2.830  2.962  -3.809  0.000
H  -4.508  4.202  -2.293  0.000
H  -4.428  5.745  -3.133  0.000
H  -4.227  5.369  -0.095  0.000
H  -5.611  6.057  -0.983  0.000
H  -4.180  7.762  -0.104  0.000
H  -4.173  7.809  -1.742  0.000
H  -2.093  6.650  -0.010  0.000
H  -1.964  8.159  -0.947  0.000
H  -0.857  6.194  -2.107  0.000
H  -2.116  6.960  -3.059  0.000
C  0.479  -3.268  5.203  0.000
N  -0.372  -3.086  4.017  -0.001
N  0.137  -3.434  2.780  -0.001
C  -0.305  -2.548  1.850  0.003
O  0.072  -2.558  0.630  0.022
C  -1.178  -1.658  2.515  0.000
C  -1.147  -1.988  3.842  0.000
C  -1.750  -1.298  5.012  0.000
C  0.812  -4.676  2.612  0.000
C  0.435  -5.763  3.391  0.000
C  1.130  -6.957  3.270  0.000
C  2.178  -7.072  2.370  0.000
C  2.524  -5.992  1.570  0.000
C  1.847  -4.792  1.694  0.000
H  1.312  -3.911  4.943  0.000
H  -0.097  -3.723  6.006  0.000
H  0.891  -2.310  5.515  0.000
H  -1.713  -0.847  2.054  0.000
H  -2.430  -0.521  4.673  0.000
H  -0.976  -0.833  5.625  0.000
H  -2.300  -1.998  5.640  0.000
H  -0.390  -5.676  4.085  0.000
H  0.845  -7.802  3.882  0.000
H  2.717  -8.005  2.283  0.000
H  3.327  -6.081  0.851  0.000
H  2.051  -3.960  1.044  0.000

The orbital gap (spin up / spin down) is 4.67 / 4.66 eV. As for the spin multiplicity: 2. Its net charge is +1.

---

2 unconnected molecules or ions with the total composition C2H2N2O2, computed with ωB97M-V/def2-TZVPD.

Last column: Mulliken charge in e.
Positions of all 8 atoms, in Å:
C  2.076  -0.014  0.237  -0.016
C  -0.412  -0.659  -0.159  -0.349
N  3.125  0.354  0.401  -0.233
N  -1.022  0.652  0.001  0.961
O  -1.352  1.162  -1.013  -0.495
O  -1.185  1.055  1.113  -0.486
H  -0.637  -1.040  -1.205  0.313
H  -0.593  -1.509  0.624  0.306

The orbital gap (spin up / spin down) is 8.05 / 8.04 eV.

---

A molecular structure, C18H53AlN7O6P4, computed with ωB97M-V/def2-TZVPD.

Last column: Mulliken charge in e.
Positions of all 89 atoms, in Å:
C  6.135  -0.448  -3.838  -0.986
C  5.566  0.803  -3.057  -0.947
N  4.106  0.784  -2.810  0.572
C  3.731  0.097  -1.543  -0.617
C  3.229  1.257  -0.515  -0.425
Al  3.220  3.057  -1.547  0.179
P  2.950  4.919  -0.098  -0.134
P  3.672  6.589  -1.320  0.681
O  3.096  7.932  -0.893  -0.620
O  3.353  6.248  -2.967  -0.502
O  5.376  6.532  -1.180  -0.528
C  3.355  0.327  -3.967  0.405
C  3.124  1.421  -5.096  -1.201
O  2.925  -0.813  -4.172  -0.547
H  7.250  -0.259  -3.978  0.405
H  5.717  -0.595  -4.868  0.249
H  6.078  -1.380  -3.196  0.232
H  5.863  1.799  -3.514  0.383
H  6.066  0.801  -2.039  0.446
H  2.885  -0.632  -1.644  0.164
H  4.583  -0.446  -1.043  0.385
H  2.139  1.064  -0.254  0.029
H  3.870  1.314  0.410  0.420
H  4.623  3.348  -2.297  -0.255
H  2.031  3.023  -2.639  -0.253
H  1.548  5.068  0.142  0.026
H  4.137  5.854  -3.385  0.312
H  5.659  5.707  -1.625  0.342
H  2.644  0.922  -5.977  0.375
H  4.137  1.858  -5.364  0.295
H  2.503  2.264  -4.681  0.194
O  -0.953  -0.761  -0.697  -0.782
P  -1.999  -1.248  -1.722  0.901
N  -1.704  -2.890  -1.276  0.207
C  -1.576  -4.065  -2.107  -0.960
C  -2.211  -3.265  0.045  -1.020
N  -1.019  -0.753  -3.088  0.138
C  -0.157  -1.667  -3.826  -1.007
C  -0.175  0.421  -2.841  -1.108
N  -3.272  -1.766  -2.825  0.024
C  -4.534  -2.108  -2.172  -1.122
C  -3.238  -2.190  -4.208  -0.931
H  -2.548  -4.484  -2.403  0.259
H  -1.033  -4.851  -1.573  0.386
H  -0.986  -3.891  -3.002  0.242
H  -3.307  -3.321  0.055  0.280
H  -1.906  -2.536  0.801  0.228
H  -1.822  -4.232  0.376  0.389
H  0.552  -2.184  -3.169  0.269
H  0.423  -1.134  -4.582  0.364
H  -0.709  -2.405  -4.410  0.208
H  0.732  0.146  -2.288  0.176
H  -0.696  1.189  -2.272  0.436
H  0.150  0.885  -3.778  0.371
H  -4.588  -3.178  -1.935  0.316
H  -5.398  -1.846  -2.788  0.397
H  -4.647  -1.549  -1.237  0.316
H  -2.706  -3.136  -4.336  0.295
H  -2.818  -1.425  -4.853  0.309
H  -4.250  -2.378  -4.584  0.340
O  -2.956  2.007  4.600  -0.774
P  -2.151  0.782  5.071  0.830
N  -2.628  -0.179  3.723  0.181
C  -3.016  -1.569  3.667  -0.804
C  -2.038  0.227  2.442  -0.898
N  -3.177  0.546  6.479  0.136
C  -4.241  -0.451  6.533  -1.178
C  -3.783  1.784  6.992  -1.071
N  -1.079  -0.478  5.676  0.030
C  0.188  -0.588  4.954  -1.131
C  -1.310  -1.603  6.555  -0.925
H  -2.154  -2.250  3.645  0.252
H  -3.605  -1.763  2.765  0.363
H  -3.670  -1.864  4.483  0.175
H  -0.970  -0.010  2.403  0.377
H  -2.148  1.302  2.284  0.306
H  -2.519  -0.257  1.589  0.041
H  -4.954  -0.342  5.705  0.320
H  -4.803  -0.371  7.468  0.427
H  -3.868  -1.474  6.550  0.285
H  -4.657  2.080  6.395  0.342
H  -3.079  2.613  6.990  0.360
H  -4.126  1.657  8.025  0.331
H  0.124  -1.320  4.140  0.318
H  1.011  -0.875  5.612  0.403
H  0.469  0.376  4.518  0.350
H  -1.973  -2.347  6.106  0.296
H  -1.689  -1.288  7.523  0.305
H  -0.376  -2.138  6.758  0.355

The orbital gap is 5.48 eV. Its net charge is -1.

---

A molecular structure, C48H41AsN6O2Pd, computed with ωB97M-V/def2-TZVPD.

Last column: Mulliken charge in e.
Positions of all 99 atoms, in Å:
Pd  0.789  1.292  -0.008  0.404
C  -5.043  -9.784  6.178  -0.842
O  -4.425  -8.630  6.707  -0.439
C  -3.912  -7.698  5.913  0.862
C  -3.322  -6.603  6.575  -0.821
C  -2.762  -5.574  5.869  -0.487
C  -2.763  -5.582  4.462  0.385
C  -3.342  -6.677  3.803  -0.733
C  -3.907  -7.714  4.508  -0.434
C  -2.179  -4.493  3.723  0.267
N  -2.109  -4.388  2.409  -0.847
C  -1.477  -3.224  2.154  0.930
C  -1.134  -2.587  3.362  0.086
N  -1.598  -3.410  4.338  -0.138
C  -0.396  -1.382  3.425  0.490
C  0.044  -0.753  4.603  -0.747
C  0.832  0.370  4.513  -1.036
C  1.163  0.862  3.248  -0.679
N  0.719  0.318  2.134  0.494
C  -0.056  -0.781  2.184  0.330
C  -0.491  -1.371  0.935  0.092
N  -0.228  -0.704  -0.203  0.557
C  -0.571  -1.212  -1.371  -0.765
C  -1.187  -2.458  -1.490  -1.170
C  -1.489  -3.162  -0.348  -0.536
C  -1.165  -2.617  0.902  -0.004
H  -5.359  -10.362  7.045  0.248
H  -4.342  -10.373  5.581  0.345
H  -5.916  -9.526  5.573  0.347
H  -3.325  -6.603  7.653  0.431
H  -2.319  -4.761  6.422  0.247
H  -3.335  -6.690  2.724  0.472
H  -4.347  -8.540  3.973  0.427
H  -1.556  -3.245  5.331  0.188
H  -0.207  -1.154  5.572  0.493
H  1.198  0.870  5.395  0.495
H  1.831  1.710  3.147  0.526
H  -0.355  -0.609  -2.250  0.618
H  -1.423  -2.847  -2.467  0.481
H  -1.974  -4.123  -0.387  0.655
C  4.367  2.763  -6.637  -1.069
C  4.325  1.242  -6.569  -0.738
N  3.748  0.760  -5.316  0.188
C  2.447  0.132  -5.348  -0.886
C  1.301  1.140  -5.454  -0.747
C  4.515  0.877  -4.222  0.371
O  5.616  1.393  -4.215  -0.617
C  4.033  0.330  -2.900  0.021
C  4.894  -0.512  -2.196  -0.518
C  4.575  -0.875  -0.900  -1.073
C  3.424  -0.360  -0.328  -0.468
N  2.606  0.447  -0.996  0.319
C  2.890  0.776  -2.254  0.084
H  4.776  3.068  -7.595  0.397
H  5.010  3.148  -5.850  0.313
H  3.372  3.189  -6.529  0.264
H  5.348  0.859  -6.633  0.398
H  3.745  0.830  -7.394  0.404
H  2.327  -0.484  -4.453  0.464
H  2.405  -0.534  -6.215  0.401
H  1.301  1.858  -4.630  0.011
H  0.349  0.616  -5.442  0.398
H  1.368  1.700  -6.382  0.437
H  5.805  -0.853  -2.662  0.594
H  5.220  -1.526  -0.333  0.492
H  3.145  -0.590  0.694  0.437
H  2.184  1.428  -2.760  0.205
C  -3.092  6.596  -3.011  -0.569
C  -3.697  5.355  -2.902  -0.713
C  -2.943  4.247  -2.563  -0.466
C  -1.584  4.386  -2.314  0.685
C  -0.979  5.627  -2.408  -0.167
C  -1.737  6.732  -2.760  -0.699
As  -0.573  2.716  -1.889  0.591
C  -1.291  2.559  -0.065  0.170
C  -2.510  2.014  0.314  -1.072
C  -2.928  2.104  1.632  -0.837
C  -2.117  2.709  2.586  -0.796
C  -0.871  3.202  2.244  -1.105
C  -0.435  3.127  0.918  1.499
C  0.855  3.606  0.393  1.403
C  1.899  4.162  1.146  -1.160
C  3.024  4.648  0.506  -1.163
C  3.136  4.595  -0.880  -0.733
C  2.124  4.030  -1.642  -0.707
C  0.980  3.541  -1.024  0.608
H  -3.676  7.455  -3.303  0.404
H  -4.754  5.239  -3.091  0.413
H  -3.402  3.266  -2.482  0.317
H  0.080  5.741  -2.202  0.327
H  -1.260  7.697  -2.844  0.422
H  -3.144  1.543  -0.429  0.520
H  -3.897  1.724  1.917  0.514
H  -2.461  2.791  3.606  0.475
H  -0.245  3.649  3.003  0.488
H  1.815  4.233  2.221  0.498
H  3.821  5.085  1.089  0.479
H  4.005  5.009  -1.366  0.528
H  2.207  4.008  -2.724  0.568

The orbital gap is 3.87 eV. Its net charge is +2.

---

2 unconnected molecules or ions with the total composition C4H9NO, computed with ωB97M-V/def2-TZVPD.

Last column: Mulliken charge in e.
Positions of all 15 atoms, in Å:
C  1.893  -1.550  -1.537  -0.223
N  2.020  -1.426  -0.285  -0.477
H  1.309  -0.822  -2.095  0.226
H  2.324  -2.380  -2.101  0.226
H  2.412  -2.277  0.121  0.205
C  -0.368  1.581  1.571  -0.857
C  -0.939  0.620  0.848  0.673
O  -0.553  -0.696  0.941  -0.503
C  -1.903  0.882  -0.264  -0.899
H  -0.733  2.597  1.579  0.268
H  0.537  1.353  2.122  0.246
H  0.403  -0.793  0.791  0.344
H  -2.230  1.920  -0.180  0.303
H  -1.416  0.791  -1.235  0.185
H  -2.756  0.201  -0.275  0.284

The orbital gap is 9.57 eV. Its structure (SMILES) is C=C(C)O.C=N.

---

Number 1: molar mass 19.02 u, E_tot -2086.0809 eV. Number 2: molar mass 732.55 u, E_tot -87980.5388 eV. Number 3: molar mass 86.05 u, E_tot -9172.9714 eV. Number 4: molar mass 614.54 u, E_tot -85990.2343 eV. Number 5: molar mass 915.24 u, E_tot -127783.4973 eV. Number 6: molar mass 87.12 u, E_tot -7829.9146 eV.